# 1
Here is 2 unconnected molecules or ions with the total composition C5H11NO2 in a non-equilibrium geometry from OMol25. Energies are from the ωB97M-V functional and the def2-TZVPD basis.

Geometry as XYZ:
```
19
Properties=species:S:1:pos:R:3
C 1.037 -1.010 -0.613
N -0.287 -0.665 -0.064
C -0.814 0.527 -0.095
C -0.159 1.707 0.174
O 2.677 1.319 0.741
C -2.345 0.520 -0.301
O -2.849 -0.707 -0.545
C 1.883 -1.679 0.482
H 0.863 -1.655 -1.463
H 1.564 -0.097 -0.832
H -1.064 -1.300 -0.273
H -2.906 0.822 0.604
H -0.689 2.608 0.422
H 0.930 1.787 0.233
H 3.172 2.163 0.703
H -2.579 1.264 -1.068
H 1.581 -2.687 0.750
H 2.927 -1.667 0.155
H 1.872 -1.002 1.320
```

## Properties
Gap between HOMO and LUMO (spin up / spin down)   4.76 / 4.72 eV
F_max   0.0491 Eh/bohr
Net charge   +1
Energy relative to the best compared isomer or geometry (same formula, charge and spin)   7.555 eV
M   117.15 g mol⁻¹
Spin multiplicity   2
E_LUMO (spin up / spin down)   -8.990 / -9.065 eV
HOMO (spin up / spin down)   -13.75 / -13.78 eV

# 2
Here is 17 unconnected molecules or ions with the total composition H34O17 in a non-equilibrium geometry from OMol25. Energies are from the ωB97M-V functional and the def2-TZVPD basis.

Geometry as XYZ:
```
51
Properties=species:S:1:pos:R:3
O 2.194 1.173 -1.625
H 1.939 0.491 -2.258
H 1.466 1.450 -1.055
O 0.902 3.825 1.905
H 1.597 4.145 1.310
H 1.217 2.944 2.192
O -1.060 1.287 -1.276
H -1.574 1.138 -0.456
H -0.946 0.373 -1.578
O -1.662 0.400 1.136
H -1.992 1.138 1.661
H -1.183 -0.211 1.708
O 3.765 2.375 2.328
H 3.657 2.980 3.072
H 3.154 1.665 2.578
O -0.677 -2.551 -4.236
H -0.995 -1.665 -3.991
H -0.827 -2.952 -3.364
O -2.610 -4.057 0.399
H -2.889 -4.476 1.232
H -2.980 -3.164 0.394
O -2.328 3.883 -2.494
H -2.507 3.747 -3.431
H -1.994 3.007 -2.254
O 1.038 0.841 1.582
H 0.930 1.097 0.664
H 1.403 -0.053 1.529
O -2.319 3.453 0.439
H -2.811 4.218 0.137
H -1.387 3.488 0.215
O 4.796 -1.541 -0.169
H 3.844 -1.566 -0.390
H 4.956 -2.441 0.145
O -0.809 -4.022 -1.050
H -1.613 -3.673 -1.446
H -0.521 -3.371 -0.404
O 3.515 3.516 -0.304
H 3.627 2.578 -0.093
H 4.097 3.533 -1.078
O -3.033 -0.649 3.722
H -3.994 -0.674 3.860
H -3.021 0.319 3.810
O 1.873 -1.501 -0.466
H 1.980 -0.582 -0.760
H 2.410 -2.010 -1.085
O 0.050 -3.006 2.328
H 0.788 -2.848 1.724
H 0.293 -3.909 2.571
O -2.940 -2.688 -2.292
H -3.047 -2.611 -3.244
H -3.773 -2.841 -1.841
```

## Properties
Gap between HOMO and LUMO   9.84 eV
F_max   0.0438 Eh/bohr
Net charge   0
Energy relative to the best compared isomer or geometry (same formula, charge and spin)   3.415 eV
M   306.25 g mol⁻¹
E_LUMO   -0.264 eV
HOMO   -10.11 eV

# 3
Here is a molecular structure, C18H13N4O4Ti from OMol25. Energies are from the ωB97M-V functional and the def2-TZVPD basis.

Geometry as XYZ:
```
40
Properties=species:S:1:pos:R:3
Ti -0.432 -0.159 -0.537
O 3.005 -2.367 -1.559
C 1.861 -1.913 -1.156
O 1.513 -0.727 -1.233
C 0.910 -2.883 -0.570
C 1.057 -4.237 -0.356
C -0.017 -4.920 0.219
C -1.185 -4.248 0.558
C -1.244 -2.886 0.308
N -0.220 -2.244 -0.239
C -2.401 -1.938 0.591
O -3.452 -2.303 1.007
O -2.036 -0.693 0.284
H 3.571 -1.666 -1.928
H 1.972 -4.747 -0.624
H 0.063 -5.983 0.402
H -2.033 -4.750 1.003
C 1.744 1.715 4.191
C 1.597 0.513 3.504
C 1.064 0.524 2.233
C 0.677 1.736 1.652
C 0.819 2.943 2.340
C 1.357 2.921 3.610
N 0.126 1.651 0.371
N -0.213 2.689 -0.233
C -0.787 2.511 -1.510
C -1.129 3.641 -2.218
C -1.703 3.487 -3.477
C -1.917 2.214 -3.974
C -1.552 1.123 -3.204
N -0.996 1.261 -1.996
H 2.162 1.713 5.188
H 1.900 -0.417 3.965
H 0.952 -0.413 1.688
H 0.504 3.869 1.879
H 1.473 3.844 4.159
H -0.947 4.612 -1.780
H -1.982 4.357 -4.057
H -2.365 2.055 -4.944
H -1.716 0.113 -3.557
```

## Properties
Gap between HOMO and LUMO (spin up / spin down)   7.03 / 7.05 eV
F_max   0.0136 Eh/bohr
Net charge   +2
Energy relative to the best compared isomer or geometry (same formula, charge and spin)   0.000 eV
M   397.19 g mol⁻¹
Spin multiplicity   2
E_LUMO (spin up / spin down)   -8.255 / -8.226 eV
HOMO (spin up / spin down)   -15.28 / -15.27 eV

# 4
Here is a gas-phase ion, C4H12N2 (charge -1) in a non-equilibrium geometry from OMol25. Energies are from the ωB97M-V functional and the def2-TZVPD basis.

Geometry as XYZ:
```
18
Properties=species:S:1:pos:R:3
C -1.716 1.391 0.524
C -0.896 0.243 -0.111
C 0.541 0.223 0.446
C 1.493 -0.781 -0.192
N 1.447 -2.067 0.474
N -1.039 0.375 -1.557
H -1.914 2.324 -0.013
H -2.686 1.035 0.868
H -1.075 1.766 1.335
H -1.329 -0.741 0.101
H 0.405 -0.054 1.515
H 0.896 1.249 0.585
H 1.252 -0.926 -1.246
H 2.467 -0.298 -0.286
H 1.253 -2.064 1.455
H 2.181 -2.686 0.159
H -0.790 1.274 -1.949
H -0.491 -0.262 -2.110
```

## Properties
Gap between HOMO and LUMO (spin up / spin down)   2.71 / 9.16 eV
F_max   0.0253 Eh/bohr
Net charge   -1
Energy relative to the best compared isomer or geometry (same formula, charge and spin)   0.606 eV
M   88.15 g mol⁻¹
Spin multiplicity   2
E_LUMO (spin up / spin down)   4.218 / 4.139 eV
HOMO (spin up / spin down)   1.51 / -5.02 eV